Entry 1:
58
Properties=species:S:1:pos:R:3:forces:R:3 method="wB97M-V/def2-TZVPD" total_energy_ha=-2289.801841 charge=+1 gap_ev=8.4
N 1.7916 -0.5519 0.3187 -0.125 -0.198 0.013
C 0.9793 0.0355 1.3791 0.143 0.192 -0.008
C 1.0313 1.5918 1.3672 0.149 -0.216 0.178
O 1.5926 2.1504 0.2059 0.241 -0.177 -0.325
C -0.3438 2.2190 1.4984 0.041 0.334 0.113
C -1.2455 1.9190 0.3606 0.124 -0.264 -0.186
C -1.0047 1.4722 -0.8916 -0.115 0.102 0.075
N -2.2215 1.4499 -1.5759 -0.027 0.197 0.234
P -2.3793 0.9701 -3.2470 -0.083 -0.790 -0.250
S -2.6714 -0.8776 -3.6115 -0.089 0.194 0.094
C -3.1969 1.8566 -0.7455 0.274 -0.081 -0.031
C -4.6384 1.9531 -1.0799 -0.211 -0.075 0.048
C -5.5679 2.3437 0.0683 0.032 -0.182 -0.014
C -5.4937 1.4177 1.2902 0.103 0.047 -0.061
Cl -7.0506 0.6482 1.6284 -0.225 -0.086 0.078
N -2.6123 2.1374 0.4164 -0.229 0.064 -0.173
H 1.3889 -1.4527 0.0820 0.039 -0.016 0.088
H 1.7362 0.0077 -0.5211 0.049 0.110 -0.038
H 1.3838 -0.2963 2.3340 -0.024 -0.048 0.125
H -0.0587 -0.3103 1.3551 -0.113 -0.015 -0.162
H 1.5852 1.9229 2.2488 0.175 0.028 -0.006
H 2.5277 1.8643 0.1201 -0.040 0.107 0.083
H -0.2081 3.3030 1.5208 0.019 0.079 0.101
H -0.7883 1.9317 2.4503 -0.170 -0.142 0.016
H -0.0813 1.1905 -1.3562 0.121 0.017 -0.032
H -3.3880 1.8487 -3.6377 0.010 0.251 0.010
H -1.1895 1.5174 -3.7240 0.061 0.249 0.048
H -4.7470 2.6716 -1.8918 -0.068 0.083 -0.095
H -4.9646 0.9880 -1.4721 0.077 -0.127 -0.082
H -6.5763 2.2658 -0.3234 -0.115 0.192 -0.086
H -5.4201 3.3840 0.3478 0.058 0.113 0.089
H -4.7897 0.6029 1.1497 0.113 -0.062 -0.042
H -5.2153 1.9615 2.1878 0.021 0.026 0.117
H -3.1087 2.4809 1.2234 -0.005 0.004 0.066
C -0.7365 -3.0501 -1.1367 -0.038 0.319 0.100
O -0.4803 -2.5380 -0.0531 -0.002 -0.081 -0.006
N -0.6845 -4.3593 -1.3923 0.012 -0.157 -0.033
C -1.0068 -4.8997 -2.7001 0.030 -0.015 0.096
C -0.2928 -5.2662 -0.3219 -0.017 0.072 -0.012
H -1.0405 -2.4285 -1.9924 0.010 -0.170 -0.087
H -1.8478 -5.5909 -2.6328 -0.010 -0.001 -0.020
H -0.1503 -5.4303 -3.1179 -0.002 -0.001 -0.023
H -1.2749 -4.0870 -3.3720 -0.002 0.015 -0.012
H -0.9814 -5.1837 0.5183 -0.002 -0.008 0.008
H 0.7074 -5.0241 0.0361 0.008 -0.008 0.004
H -0.3042 -6.2842 -0.7004 -0.002 -0.017 -0.014
C 5.0539 0.4908 0.3836 -0.151 -0.104 -0.114
O 4.3093 1.4033 0.0485 -0.097 0.209 0.039
N 5.9823 0.5973 1.3361 0.112 0.030 0.106
C 6.8481 -0.5103 1.6946 -0.013 0.079 0.011
C 6.1271 1.8677 2.0314 -0.030 -0.022 -0.045
H 5.0134 -0.5008 -0.0879 -0.043 -0.001 0.007
H 6.7133 -0.7783 2.7432 0.002 -0.017 0.004
H 7.8943 -0.2484 1.5317 0.010 -0.013 -0.005
H 6.6049 -1.3740 1.0803 -0.007 -0.014 -0.010
H 5.1983 2.1358 2.5349 0.000 0.001 0.010
H 6.3702 2.6627 1.3273 0.003 0.006 0.000
H 6.9223 1.7796 2.7661 0.018 -0.011 0.013

=====

Entry 2:
12
Properties=species:S:1:pos:R:3:forces:R:3 method="wB97M-V/def2-TZVPD" total_energy_ha=-397.747395 smiles="[H]/N=C1/CO1.O=CO" gap_ev=11.3
H -1.9472 -1.7312 0.2883 0.060 0.054 -0.010
N -1.1705 -1.1225 0.0360 0.008 0.257 0.298
C -0.9642 -0.2158 0.8831 0.001 -0.156 -0.191
C -0.2404 0.9182 1.3445 0.183 0.147 -0.056
O -1.4072 0.2615 2.0403 -0.152 -0.138 0.030
H -0.4573 1.9024 0.9421 0.000 -0.152 0.072
H 0.7114 0.7870 1.8495 -0.161 0.002 -0.053
O 1.3656 0.8768 -0.8316 0.018 -0.341 -0.416
C 1.4382 0.1314 -1.7847 0.133 0.260 0.136
O 0.6675 -0.9089 -2.0337 -0.051 0.072 0.134
H 2.1907 0.2516 -2.5784 -0.051 0.006 0.069
H -0.0166 -1.0174 -1.3113 0.012 -0.012 -0.014

=====

Entry 3:
65
Properties=species:S:1:pos:R:3:forces:R:3 method="wB97M-V/def2-TZVPD" multiplicity=5 total_energy_ha=-1733.342781 s2=6.01 gap_ev="5.5 / 5.5"
O 0.5630 0.3082 -6.2338 -0.209 0.816 -0.935
C 0.3641 1.6266 -6.8532 0.038 0.096 0.339
C 0.1148 1.0461 -8.2576 0.198 -0.510 0.905
H 1.2651 2.2540 -6.7660 -0.287 -0.212 0.077
H -0.4993 2.1469 -6.4092 0.310 -0.142 -0.060
C 0.3429 -0.3237 -7.5308 -0.183 -0.325 -0.917
H 0.8781 1.2966 -9.0006 -0.269 -0.050 0.110
H -0.9002 1.1903 -8.6411 0.303 -0.015 -0.003
C 1.5784 -1.0790 -8.0020 0.085 -0.050 0.180
H 2.4507 -0.4128 -8.0130 -0.165 -0.170 0.011
H 1.4384 -1.4927 -9.0135 -0.043 0.190 0.319
H 1.7822 -1.9139 -7.3159 0.010 0.200 -0.171
C -0.8838 -1.2249 -7.5003 -0.016 -0.052 0.183
H -1.7619 -0.6595 -7.1615 0.177 -0.155 -0.063
H -0.7102 -2.0568 -6.8020 -0.095 0.192 -0.160
H -1.0997 -1.6492 -8.4935 0.132 0.190 0.275
Pm 0.0787 0.1274 1.5205 -0.233 -1.017 6.989
C -2.0796 -0.5124 2.9956 0.128 1.109 0.172
C -1.7573 0.9055 3.1821 -1.846 0.760 -0.526
C -1.9045 1.5563 1.9161 -1.101 -0.562 0.285
H -1.4333 1.4623 4.1023 -0.986 -0.963 -1.364
C -2.2947 0.5531 0.9612 -0.768 -0.305 -0.204
C -2.3544 -0.7295 1.6293 -0.734 1.370 -0.242
H -2.5737 -1.6909 1.1629 -0.003 0.354 0.137
H -1.9342 -1.2794 3.7782 -0.342 0.693 -0.740
H -1.6423 2.6061 1.7037 -0.417 -0.553 0.138
H -2.4618 0.7191 -0.1056 -0.079 -0.059 0.351
C 1.0949 -1.4423 3.3111 1.893 -2.829 -0.559
C 0.3497 -2.3111 2.4034 0.420 0.837 1.169
C 0.8900 -2.1790 1.1080 1.663 0.391 -1.052
H -0.5465 -2.8776 2.6981 0.696 0.254 -0.282
C 2.0560 -1.2852 1.1884 -0.046 -1.822 -0.257
C 2.2095 -0.8782 2.5308 -0.597 -0.618 0.234
H 2.8927 -0.1071 2.9318 -0.359 -0.669 -0.344
H 1.0709 -1.5080 4.4226 0.719 -0.782 -2.052
H 0.4961 -2.6314 0.1911 0.327 0.056 0.431
H 2.6221 -0.8905 0.3356 -0.145 -0.396 0.334
O 0.3560 0.6249 -0.4904 0.745 0.940 -2.973
C -0.0543 -0.3043 -1.5219 0.268 0.188 -0.225
C -0.3576 0.6176 -2.6804 -0.328 0.336 0.036
H -0.9074 -0.9063 -1.1559 0.400 0.399 -0.151
H 0.8110 -0.9525 -1.6939 -0.219 -0.018 -0.104
C 0.5664 1.8239 -2.4205 0.301 -0.083 -0.345
H -1.4047 0.9422 -2.6209 0.157 -0.089 -0.132
H -0.1779 0.1274 -3.6303 -0.008 0.124 -0.245
C 0.5102 1.9916 -0.9184 -0.427 -0.444 -0.381
H 0.2503 2.7262 -2.9281 0.005 0.093 -0.260
H 1.5896 1.5667 -2.7194 -0.159 0.157 -0.041
H -0.3740 2.5540 -0.5833 0.194 -0.032 -0.111
H 1.4113 2.3733 -0.4261 -0.101 0.059 -0.298
C 1.2574 -0.7206 7.0757 0.149 0.004 0.961
C 0.0018 0.0071 6.6235 -0.197 -0.292 1.309
C -1.2615 -0.7286 7.0596 -0.041 0.032 0.751
C -0.0062 1.4581 7.0603 0.037 0.213 1.011
C 0.0052 0.0436 5.2454 0.025 0.988 -4.113
C 0.1136 0.0731 4.0227 1.050 2.200 2.150
H 1.2777 -0.7238 8.1644 0.208 -0.158 0.271
H 2.1598 -0.2223 6.7228 -0.045 0.055 -0.091
H 1.2769 -1.7557 6.7383 -0.066 -0.051 -0.088
H -1.2915 -0.7409 8.1472 -0.194 -0.134 0.261
H -2.1596 -0.2295 6.6980 0.022 0.058 -0.075
H -1.2719 -1.7599 6.7053 0.077 0.017 -0.059
H 0.8785 1.9848 6.7071 0.041 -0.050 -0.085
H -0.8899 1.9801 6.7000 -0.073 -0.038 -0.078
H -0.0105 1.4868 8.1460 0.001 0.272 0.397

=====

Entry 4:
18
Properties=species:S:1:pos:R:3:forces:R:3 method="wB97M-V/def2-TZVPD" total_energy_ha=-401.387364 smiles="CNC(C)=O.O.O" gap_ev=10.8
C 1.5942 -0.6194 1.6748 -0.499 0.036 0.986
N 1.6517 0.7282 1.1413 -0.522 0.166 -0.218
C 1.3572 1.0175 -0.1741 0.538 -1.023 0.867
C 1.4456 -0.1863 -1.0799 1.070 0.613 -1.266
O 1.0685 2.1350 -0.5379 -0.275 0.269 -0.229
H 2.5216 -1.1706 1.5616 0.034 -0.088 -0.172
H 0.7325 -1.1868 1.3349 0.085 -0.190 -0.587
H 1.3670 -0.5461 2.7429 0.451 0.131 -0.017
H 1.3417 1.4406 1.7846 0.205 0.205 -0.105
H 0.6217 -0.8533 -1.0200 -0.927 -0.480 0.354
H 1.4911 0.1574 -2.1145 -0.105 0.132 0.100
H 2.3466 -0.7803 -0.9294 0.040 0.087 0.324
O -4.4155 -0.7678 -1.0947 0.309 0.098 0.044
H -3.5050 -0.5332 -0.8610 -0.066 -0.016 -0.078
H -4.5997 -1.5073 -0.5140 -0.195 -0.155 0.067
O -1.8143 0.5464 -0.5050 -0.278 0.124 -0.139
H -2.2881 1.2408 -0.9854 0.180 -0.091 0.147
H -0.9170 0.8854 -0.4244 -0.047 0.181 -0.077

=====

Entry 5:
91
Properties=species:S:1:pos:R:3:forces:R:3 method="wB97M-V/def2-TZVPD" total_energy_ha=-3153.897092 gap_ev="5.9 / 5.9"
Pd 0.3066 -0.4563 -0.2896 -0.832 -1.400 0.655
C -2.4469 1.6209 -2.5331 0.161 0.006 0.129
C -1.7724 0.4750 -3.2872 0.485 0.104 0.323
C -2.5912 0.0852 -4.5138 0.175 -0.213 0.179
P -1.3179 -0.8356 -2.0184 -0.263 -0.054 -0.149
C -1.2569 -2.4373 -2.9692 0.443 0.145 0.313
C -1.1271 -3.5563 -1.9402 -0.040 0.032 -0.025
C -0.0887 -2.4701 -3.9479 -0.090 0.054 0.034
C -2.8261 -1.1356 -1.0406 0.379 0.269 0.539
C -4.0115 -1.5202 -1.6522 -0.197 0.010 -0.053
C -5.1250 -1.8730 -0.9147 -0.112 -0.038 -0.249
C -5.0329 -1.8968 0.4700 0.015 0.065 0.020
C -3.8673 -1.5281 1.0985 0.022 -0.021 0.092
C -2.7414 -1.0848 0.3735 -0.481 -0.277 -0.546
N -1.5854 -0.7414 0.9989 1.598 0.054 -1.527
C -1.5335 -0.0889 2.1756 0.209 0.502 1.051
C -2.6196 0.6290 2.7242 0.105 -0.198 -0.181
C -2.5304 1.2117 3.9643 0.148 -0.053 0.155
C -1.3661 1.1046 4.7167 -0.034 0.127 0.216
C -0.2562 0.4925 4.1629 -0.095 -0.057 0.094
C -0.3036 -0.0704 2.8980 -0.324 0.247 -0.507
P 1.1344 -0.7164 1.9988 -0.136 -0.429 0.140
C 1.1988 -2.5278 2.4866 0.004 0.057 -0.442
C 0.5519 -3.3326 1.3583 0.130 -0.061 -0.072
C 0.5226 -2.8169 3.8216 0.161 0.107 -0.090
C 2.6918 0.0150 2.7619 -0.141 0.176 -0.559
C 2.5989 1.5392 2.7555 0.010 0.004 -0.228
C 3.2219 -0.5065 4.0962 -0.216 -0.198 -0.194
H -2.3742 2.5519 -3.0960 0.003 0.054 -0.075
H -1.9816 1.7664 -1.5557 -0.057 0.119 -0.005
H -3.5005 1.3952 -2.3739 -0.080 -0.013 0.048
H -0.7919 0.8138 -3.6497 -0.084 -0.020 0.168
H -3.6179 -0.1598 -4.2556 -0.108 -0.046 0.006
H -2.1485 -0.7488 -5.0514 -0.037 -0.102 -0.113
H -2.6170 0.9387 -5.1906 -0.032 0.062 -0.050
H -2.2038 -2.5405 -3.5102 0.032 0.130 0.091
H -0.2050 -3.4113 -1.3736 -0.029 -0.112 0.039
H -1.0878 -4.5301 -2.4270 0.025 -0.059 -0.070
H -1.9685 -3.5492 -1.2475 0.052 -0.092 0.058
H 0.8543 -2.3703 -3.4111 0.035 0.034 -0.052
H -0.1524 -1.6639 -4.6763 0.090 0.048 -0.097
H -0.0806 -3.4206 -4.4836 0.006 -0.016 -0.047
H -4.0678 -1.5501 -2.7311 -0.012 -0.034 -0.064
H -6.0414 -2.1563 -1.4120 -0.040 -0.019 -0.029
H -5.8824 -2.2078 1.0608 -0.049 -0.079 0.069
H -3.7879 -1.6025 2.1733 -0.046 0.055 0.057
H -3.5279 0.7201 2.1467 -0.023 0.021 0.000
H -3.3766 1.7566 4.3565 -0.093 0.046 0.052
H -1.3213 1.5174 5.7138 0.049 0.074 0.038
H 0.6545 0.4466 4.7401 0.090 0.057 0.008
H 2.2589 -2.8069 2.5479 -0.054 0.111 -0.036
H -0.4792 -3.0036 1.2004 0.102 -0.082 -0.010
H 0.5520 -4.3992 1.5903 0.005 -0.051 0.065
H 1.1098 -3.1783 0.4294 -0.159 -0.087 0.106
H -0.5395 -2.5898 3.7643 -0.090 0.030 0.036
H 0.9543 -2.2293 4.6277 -0.020 0.056 0.156
H 0.6346 -3.8718 4.0689 0.024 -0.098 0.008
H 3.4415 -0.2593 2.0094 -0.143 -0.003 0.025
H 1.9262 1.9060 3.5261 -0.077 0.026 0.057
H 2.2290 1.8949 1.7943 -0.010 0.107 0.004
H 3.5819 1.9763 2.9277 0.119 0.014 0.042
H 2.5776 -0.2555 4.9327 -0.080 0.009 0.111
H 4.1938 -0.0464 4.2823 0.025 0.030 -0.002
H 3.3649 -1.5840 4.0776 0.000 -0.123 0.096
C 5.0231 -1.1376 0.2094 0.257 -0.434 0.063
N 4.3760 0.0488 -0.2744 -0.603 0.329 -0.271
C 4.7900 1.3531 -0.1716 0.028 0.480 -0.103
C 3.9012 2.0996 -0.8740 0.445 0.078 0.285
N 2.9491 1.2782 -1.4008 0.333 -0.579 0.195
B 1.8950 1.6735 -2.4654 -0.412 -0.129 0.120
N 1.2135 2.9982 -2.0491 -0.168 -0.028 0.119
C 1.1852 4.1332 -2.8057 -0.105 0.707 -0.343
C 0.2832 4.9923 -2.2775 0.217 0.127 -0.402
N -0.2612 4.3731 -1.1791 0.438 -0.423 -0.377
C -1.3281 4.8789 -0.3643 -0.299 0.197 0.358
C 0.3308 3.1550 -1.0502 -0.259 -0.149 0.680
S -0.0022 2.1104 0.2350 -0.068 -0.038 0.280
C 3.2360 0.0262 -1.0170 0.562 0.192 -0.103
S 2.4475 -1.4205 -1.4007 -1.493 -0.110 0.186
H 5.5555 -0.9358 1.1371 -0.016 0.086 0.009
H 5.7264 -1.5226 -0.5350 -0.038 0.032 0.092
H 4.2516 -1.8970 0.3649 0.200 0.099 0.079
H 5.6553 1.6443 0.3879 0.162 0.007 0.082
H 3.8749 3.1546 -1.0499 0.019 0.237 0.036
H 2.4466 1.8416 -3.5134 0.093 0.107 -0.268
H 1.0537 0.8172 -2.4877 0.158 0.017 -0.189
H 1.8073 4.2338 -3.6710 0.092 0.042 -0.161
H -0.0113 5.9772 -2.5777 -0.044 0.142 -0.081
H -2.1649 5.1934 -0.9929 0.094 -0.026 0.036
H -0.9894 5.7247 0.2395 -0.026 -0.050 -0.049
H -1.6513 4.0800 0.3042 0.015 0.086 -0.082

=====

Entry 6:
8
Properties=species:S:1:pos:R:3:forces:R:3 method="wB97M-V/def2-TZVPD" multiplicity=7 total_energy_ha=-1090.013447 charge=+1 s2=12.61 gap_ev="7.6 / 6.8"
H -0.1313 -2.0815 0.4348 -0.172 0.287 0.320
O -0.4740 -0.2604 1.4832 0.570 -1.901 -0.769
O -0.9486 2.1744 0.0330 0.356 -1.933 0.365
C -0.3677 -1.0081 0.4397 -0.385 2.095 1.017
C -0.5672 -0.1975 -0.6998 0.288 -0.147 0.122
C -0.7697 1.0331 -0.0775 -0.403 1.383 -1.376
H -0.6014 -0.4006 -1.7662 -0.107 0.213 0.274
Tb 3.8601 0.7405 0.1527 -0.149 0.004 0.047

=====

Entry 7:
14
Properties=species:S:1:pos:R:3:forces:R:3 method="wB97M-V/def2-TZVPD" total_energy_ha=-270.516725 smiles="C=C[C@H](C)C=O" gap_ev=10.8
C -1.5306 -1.0249 -0.4735 0.112 0.066 -0.074
C -0.5614 -0.3092 -1.0392 -0.184 -0.106 0.034
C 0.4193 0.5304 -0.2347 0.023 0.014 0.039
C 1.5730 -0.2662 0.3750 0.054 -0.065 0.021
C -0.4174 1.2171 0.8270 -0.022 -0.086 0.348
O -0.3902 0.9431 2.0030 0.050 0.198 -0.468
H -1.6452 -1.0672 0.6086 -0.015 0.033 -0.162
H -2.2442 -1.5921 -1.0634 0.170 0.027 0.035
H -0.4711 -0.2809 -2.1239 0.015 -0.039 0.154
H 0.8164 1.3131 -0.8961 -0.093 -0.078 0.101
H 1.1920 -0.9907 1.0996 0.035 0.090 -0.122
H 2.2635 0.4012 0.9019 -0.117 -0.102 -0.082
H 2.1321 -0.8041 -0.3970 -0.115 0.085 0.081
H -1.1364 1.9663 0.4321 0.085 -0.037 0.095

=====

Entry 8:
17
Properties=species:S:1:pos:R:3:forces:R:3 method="wB97M-V/def2-TZVPD" total_energy_ha=-592.470607 smiles="C=CN(P)C(=C)C" gap_ev=8.9
C 1.4341 1.6318 -0.5582 -0.526 5.439 2.540
C 0.7965 1.2821 0.5262 -0.936 -5.546 -1.081
N 0.3770 -0.4061 0.4946 2.797 4.308 0.306
P 1.6850 -1.5005 0.1715 -0.689 -0.178 3.063
C -0.9003 -0.5359 -0.0055 0.963 -2.350 0.479
C -1.1567 -1.6566 -0.6836 -1.092 0.197 -0.464
C -1.8481 0.4311 0.5910 -3.086 -1.980 -3.994
H 1.6426 2.7567 -0.6845 -0.120 -1.780 0.085
H 1.9339 1.0010 -1.1656 0.941 -2.157 -2.198
H 0.3475 1.6182 1.4242 -0.095 1.126 0.176
H 1.9949 -1.4118 -1.1411 0.595 0.826 -1.639
H 2.6818 -0.6432 0.8278 -0.559 -0.644 -1.014
H -0.4947 -2.3717 -1.1258 0.922 0.120 0.162
H -2.1531 -1.9777 -0.8236 -1.192 0.079 -0.235
H -2.9339 0.0264 0.4661 1.748 1.071 -0.425
H -1.6511 1.3624 0.1042 -0.529 0.895 0.168
H -1.7556 0.3940 1.5823 0.857 0.574 4.070